A structure of composition C29H33AsAuCl2N5O2Te. Source: the Open Molecules 2025 dataset; level of theory: ωB97M-V with the def2-TZVPD basis set.

```
74
Properties=species:S:1:pos:R:3:forces:R:3
Au -0.33998 -0.73628 0.97936 -0.87 -0.46 -0.13
C 2.62337 1.13896 -0.88414 0.05 -0.03 0.04
N 1.38698 0.72126 -1.54890 -0.07 -0.05 0.05
C 1.11004 1.66143 -2.63577 0.02 0.01 0.02
N 2.20887 1.73305 -3.60558 0.00 0.02 -0.02
C 3.42745 2.11852 -2.88684 0.02 0.01 0.02
N 3.76139 1.18549 -1.80790 -0.01 0.06 -0.03
C 3.92204 -0.14827 -2.39660 0.00 -0.02 0.02
N 2.71892 -0.59525 -3.10410 -0.02 0.03 -0.03
C 1.60802 -0.60018 -2.14675 0.04 -0.05 0.00
C 2.41484 0.38531 -4.14801 0.00 -0.03 0.01
H 2.84247 0.44064 -0.07466 -0.01 0.03 -0.05
H 2.47539 2.13344 -0.45508 0.00 0.01 -0.01
H 0.94050 2.65500 -2.21152 0.01 0.00 0.00
H 0.20209 1.34575 -3.14943 -0.01 -0.01 -0.01
H 3.28746 3.11539 -2.46195 -0.01 -0.01 0.00
H 4.25921 2.15578 -3.59393 -0.01 0.00 0.00
H 4.15006 -0.86300 -1.60341 0.00 0.02 -0.01
H 4.75951 -0.12825 -3.09762 0.00 0.01 0.00
H 1.82624 -1.32152 -1.35707 -0.02 0.02 -0.03
H 0.69458 -0.91391 -2.65735 0.00 0.00 0.00
H 1.50967 0.07370 -4.67443 0.00 0.00 0.01
H 3.24152 0.41186 -4.86164 0.00 0.01 0.00
Cl 4.06916 -3.52379 2.80760 -0.01 0.02 -0.04
C 3.74638 -2.58134 1.34658 -0.15 0.25 0.00
Cl 4.46499 -3.31940 -0.09139 0.00 -0.02 0.00
C 2.22976 -2.40649 1.15216 0.62 -0.57 0.10
O 1.62669 -3.50353 0.94413 -0.01 0.22 0.03
O 1.79714 -1.25420 1.21831 0.09 0.18 0.06
H 4.19114 -1.60067 1.47444 0.04 -0.04 0.02
Te -0.43070 -3.63409 0.68675 -0.17 0.39 -0.08
C -1.92006 3.45680 -4.89597 0.02 0.02 -0.01
C -2.83773 3.52667 -3.67289 0.03 0.03 0.01
C -2.43133 2.54477 -2.66818 -0.04 -0.02 -0.04
N -2.06343 1.75221 -1.92445 -0.04 -0.03 0.03
H -2.22493 4.19296 -5.63786 -0.01 0.01 0.01
H -1.96265 2.46901 -5.35282 0.00 0.00 0.00
H -0.88543 3.65471 -4.61588 -0.02 0.00 -0.01
H -3.87617 3.33153 -3.94358 0.01 -0.02 0.00
H -2.80736 4.51579 -3.21312 0.01 -0.01 0.00
C -5.54167 -1.38759 -2.04714 -0.01 0.01 0.01
C -6.03465 -0.69447 -0.94870 0.00 -0.01 -0.02
C -5.16134 -0.20231 0.00897 0.00 0.02 0.03
C -3.79098 -0.39033 -0.13835 0.04 -0.06 -0.07
C -3.29973 -1.09021 -1.23345 -0.03 -0.02 -0.02
C -4.17703 -1.59088 -2.18596 0.04 0.01 0.02
As -2.51811 0.27613 1.14467 0.54 0.09 0.15
C -3.30968 -0.22965 2.83503 -0.07 0.03 0.00
C -4.00641 -1.42663 2.95296 0.00 -0.03 0.01
C -4.48827 -1.83229 4.18969 0.01 0.01 -0.01
C -4.27450 -1.04482 5.31119 0.00 0.01 0.00
C -3.57389 0.14810 5.19670 0.00 0.00 0.01
C -3.08868 0.55427 3.96284 -0.02 0.02 -0.01
C -2.67883 2.20421 1.17515 0.03 0.00 -0.01
C -3.87339 2.85641 1.46013 -0.03 -0.03 0.01
C -3.92324 4.24206 1.46741 0.03 0.02 -0.01
C -2.77637 4.97937 1.19833 -0.03 -0.01 0.01
C -1.58193 4.32983 0.92497 0.03 -0.03 -0.01
C -1.53299 2.94220 0.91130 0.00 0.04 0.00
H -6.22492 -1.77833 -2.79029 -0.01 0.00 0.00
H -7.10050 -0.54643 -0.83240 0.00 0.00 0.00
H -5.55555 0.30969 0.87834 0.00 0.00 0.00
H -2.23215 -1.24441 -1.33771 -0.01 0.00 0.00
H -3.79069 -2.14203 -3.03355 0.00 0.00 0.00
H -4.17402 -2.04892 2.08232 0.01 0.00 -0.01
H -5.02627 -2.76732 4.27497 0.00 0.00 0.00
H -4.64989 -1.36149 6.27556 0.00 0.00 0.00
H -3.40138 0.76272 6.07073 0.00 0.00 0.00
H -2.53903 1.48489 3.88039 -0.01 0.00 0.00
H -4.76828 2.29111 1.68956 0.01 -0.01 0.00
H -4.85441 4.74659 1.69068 0.00 0.00 0.00
H -2.81414 6.06121 1.21129 0.00 0.00 0.00
H -0.68507 4.90136 0.72187 0.00 0.01 0.00
H -0.60963 2.42239 0.67963 0.00 0.00 0.00
```
Positions in Å, forces in eV/Å.

The total charge is 0. Its energy relative to the best compared isomer or geometry (same formula, charge and spin) is 7.8 kcal per mole. The lowest unoccupied orbital energy is 0.334 eV. The highest occupied orbital energy is -6.95 eV. The gap between HOMO and LUMO is 7.286 eV.